127
Properties=species:S:1:pos:R:3 method="wB97M-V/def2-TZVPD" charge=+1 e_above_lowest_kj_mol=145.4 e_lumo_ha=-0.15749 gap_ev=6.25 homo_energy_ha=-0.38718
C 37.874 15.471 34.074
N 38.834 16.573 34.153
C 38.721 17.440 32.925
C 38.303 17.461 35.284
C 40.187 16.139 34.418
C 41.235 17.171 34.786
O 42.579 16.690 34.835
H 37.021 15.538 33.359
H 37.669 15.016 34.949
H 38.347 14.546 33.561
H 39.293 16.850 32.004
H 39.224 18.417 32.780
H 37.651 17.743 32.742
H 37.333 17.518 35.019
H 38.771 18.451 35.418
H 38.456 16.988 36.268
H 40.503 15.526 33.591
H 40.255 15.328 35.390
H 40.893 17.550 35.784
H 41.260 17.834 33.956
H 43.005 17.081 35.632
C 40.516 16.468 40.605
C 40.365 15.617 39.248
C 39.015 15.452 38.698
O 38.717 14.903 37.734
C 37.881 16.040 39.497
C 38.114 16.535 40.940
C 39.394 17.051 41.382
O 39.432 17.801 42.404
O 37.040 16.527 41.782
O 41.407 15.160 38.497
H 41.531 16.704 40.832
H 36.759 15.734 39.217
H 36.204 15.884 41.589
H 40.896 14.797 37.713
C 36.964 11.183 31.654
C 36.604 10.061 30.881
C 35.249 9.523 30.883
O 34.845 8.584 30.133
C 34.148 10.210 31.607
C 34.629 11.512 32.508
C 35.988 11.988 32.458
O 36.286 13.033 32.984
O 33.727 12.053 33.382
O 37.502 9.322 30.129
H 37.981 11.587 31.693
H 33.246 9.830 31.572
H 32.816 11.650 33.248
H 37.105 8.548 29.517
C 34.903 16.253 36.655
C 34.265 14.963 36.098
C 32.920 15.057 35.561
O 32.382 14.034 35.219
C 32.144 16.289 35.640
C 32.853 17.536 36.155
C 34.282 17.485 36.585
O 34.812 18.589 36.845
O 32.188 18.764 36.174
O 34.925 13.828 36.059
H 35.869 16.235 37.073
H 31.189 16.543 35.324
H 32.788 19.276 36.628
H 34.656 13.314 35.352
C 42.582 14.500 29.813
C 43.596 14.002 28.838
C 44.289 12.737 29.064
O 45.193 12.390 28.386
C 43.723 11.904 30.090
C 42.418 12.414 31.009
C 41.938 13.773 30.895
O 41.036 14.249 31.584
O 41.838 11.479 31.827
O 44.099 14.843 27.893
H 42.220 15.405 29.432
H 44.017 10.728 30.276
H 42.159 10.527 31.653
H 44.747 14.293 27.581
C 42.748 20.833 32.508
C 43.298 20.708 33.946
O 42.654 21.005 34.925
C 44.764 20.227 34.188
H 43.523 20.974 31.714
H 41.863 21.532 32.387
H 42.334 19.938 32.310
H 45.321 21.046 33.592
H 44.963 19.192 33.592
H 45.156 20.025 35.074
C 37.952 20.803 37.513
C 38.688 19.938 38.539
O 39.324 18.862 38.168
C 38.987 20.441 39.907
H 38.527 20.998 36.501
H 37.800 21.926 37.634
H 36.955 20.521 37.290
H 39.361 21.491 40.084
H 39.629 19.756 40.567
H 37.938 20.577 40.342
C 45.565 17.390 39.687
C 44.941 17.823 38.419
O 45.108 17.415 37.310
C 43.989 19.036 38.552
H 46.126 18.094 40.168
H 46.110 16.604 39.558
H 44.939 17.091 40.450
H 44.426 20.135 38.739
H 43.367 18.851 39.216
H 43.270 19.028 37.691
C 33.150 18.159 31.873
C 33.912 16.977 32.444
O 35.019 17.250 32.995
C 33.254 15.650 32.337
H 33.761 18.983 31.813
H 32.473 18.387 32.568
H 32.601 17.860 30.687
H 33.851 15.105 32.986
H 33.195 15.233 31.284
H 32.212 15.515 32.659
C 34.866 21.279 34.537
C 36.086 20.848 33.644
O 37.064 20.246 34.072
C 36.045 21.137 32.107
H 34.082 20.572 34.400
H 34.394 22.303 34.242
H 35.173 20.953 35.522
H 36.113 22.265 32.208
H 35.263 20.741 31.536
H 36.887 20.756 31.701